1.
This record from the Open Molecules 2025 dataset describes the molecule C10H16N2O. The level of theory is ωB97M-V/def2-TZVPD.

Properties
HOMO level, eV: -8.0
Energy, Ha: -575.213524
Orbital gap, eV: 8.91
E_LUMO, eV: 0.89
Total charge: 0
Structure (SMILES): CN1C=CO[C@H]1N=C1CCCCC1
Energy above the lowest of the compared OMol25 structures with the same formula, charge and spin, kJ/mol: 447.6

Each line ends with the natural charge from an NBO analysis.
Geometry (Å):
C (2.11560, 2.09074, 0.81520)  -0.414
N (1.79124, 0.55284, 0.69095)  -0.480
C (2.90132, -0.52070, 0.80473)  -0.138
C (2.73110, -1.37298, -0.16787)  0.071
O (1.61800, -1.13944, -0.92325)  -0.526
C (1.39185, 0.35107, -0.76464)  0.378
N (0.12735, 0.78533, -1.12811)  -0.539
C (-0.94661, 0.09598, -0.86375)  0.395
C (-2.26744, 0.55287, -1.30217)  -0.460
C (-2.93594, 0.90147, 0.16640)  -0.409
C (-2.77232, -0.08212, 1.33299)  -0.435
C (-2.36156, -1.37978, 0.72629)  -0.406
C (-0.88375, -1.13455, 0.15383)  -0.537
H (2.86289, 2.29752, 0.09250)  0.185
H (1.09598, 2.54682, 0.58540)  0.224
H (2.50584, 2.30718, 1.85948)  0.208
H (3.38266, -0.65666, 1.78479)  0.223
H (3.35992, -2.21891, -0.11949)  0.207
H (2.10276, 0.85769, -1.58746)  0.160
H (-2.30227, 1.48946, -1.76104)  0.236
H (-2.98782, -0.26629, -1.81177)  0.228
H (-4.01040, 1.11725, -0.03613)  0.213
H (-2.76731, 1.98256, 0.30186)  0.219
H (-1.80655, 0.14946, 1.94630)  0.210
H (-3.72869, -0.08216, 2.02443)  0.226
H (-2.51906, -2.34108, 1.45106)  0.225
H (-3.01438, -1.61141, -0.21373)  0.196
H (-0.02707, -0.76093, 0.86252)  0.271
H (-0.35420, -2.07413, -0.33872)  0.268



2.
This record from the Open Molecules 2025 dataset describes the ion C10H16N2O2P with charge +1. The level of theory is ωB97M-V/def2-TZVPD.

Properties
HOMO level, eV: -12.5
Energy, Ha: -991.312282
Orbital gap, eV: 7.21
E_LUMO, eV: -5.33
Total charge: +1
Structure (SMILES): CC(=O)OCCCc1cccc[n+]1[PH2]=N
Energy above the lowest of the compared OMol25 structures with the same formula, charge and spin, kJ/mol: 1108.0

Each line ends with the natural charge from an NBO analysis.
Geometry (Å):
C (-3.79001, 3.63735, -0.75135)  -0.753
C (-2.22281, 3.21422, -0.49929)  0.787
O (-1.57829, 3.71143, 0.57361)  -0.548
O (-1.51012, 2.33687, -1.45150)  -0.559
C (-1.95911, 0.97060, -1.07877)  -0.095
C (-0.77149, -0.07494, -1.51083)  -0.435
C (0.68226, 0.22146, -0.75621)  -0.489
C (0.89593, -0.92452, 0.39630)  0.359
C (-0.40556, -1.32707, 1.35737)  -0.241
C (-0.28160, -2.49993, 2.52223)  -0.097
C (1.18596, -3.24872, 2.66954)  -0.222
C (2.41856, -2.73379, 1.68227)  0.054
N (2.22966, -1.62931, 0.62128)  -0.683
P (3.73562, -1.24998, -0.32567)  1.315
N (3.91430, 0.38518, -0.45757)  -1.195
H (-4.50692, 3.21073, 0.06951)  0.260
H (-3.83177, 4.82257, -0.64788)  0.278
H (-4.22126, 3.32689, -1.79465)  0.245
H (-2.22288, 0.96693, 0.07010)  0.187
H (-2.94896, 0.65227, -1.64540)  0.209
H (-0.63068, 0.03128, -2.69140)  0.254
H (-1.12484, -1.19389, -1.34116)  0.232
H (0.79829, 1.32731, -0.38551)  0.317
H (1.50300, 0.06568, -1.60871)  0.253
H (-1.46869, -0.79929, 1.26428)  0.282
H (-1.23209, -2.77270, 3.18871)  0.285
H (1.38341, -4.11891, 3.43709)  0.286
H (3.45863, -3.27878, 1.80795)  0.274
H (4.88682, -1.76084, 0.43019)  0.035
H (3.69242, -1.87300, -1.65592)  0.024
H (3.92220, 0.60492, -1.48862)  0.381



3.
This record from the Open Molecules 2025 dataset describes the molecule C10H16N2O5. The level of theory is ωB97M-V/def2-TZVPD.

Properties
HOMO level, eV: -9.2
Energy, Ha: -876.296733
Orbital gap, eV: 9.61
E_LUMO, eV: 0.45
Total charge: 0
Structure (SMILES): N[C@@H](CCC(=O)O)C(=O)N1CCC[C@H]1C(=O)O
Energy above the lowest of the compared OMol25 structures with the same formula, charge and spin, kJ/mol: 356.1

Each line ends with the natural charge from an NBO analysis.
Geometry (Å):
N (-1.00208, -0.39555, 1.48283)  -0.887
C (-1.01393, -1.20509, 0.26817)  -0.126
C (-1.94459, -0.62523, -0.89632)  -0.406
C (-3.07793, 0.30819, -0.56019)  -0.520
C (-4.34858, -0.10023, 0.18195)  0.778
O (-5.16836, -0.79562, -0.38964)  -0.593
O (-4.85366, 0.54342, 1.28958)  -0.702
C (0.44355, -1.36385, -0.38258)  0.700
O (0.82544, -2.43165, -0.73831)  -0.599
N (1.29305, -0.27140, -0.21812)  -0.452
C (0.95650, 1.02296, 0.32433)  -0.223
C (1.74886, 1.91654, -0.45985)  -0.447
C (2.80781, 1.09938, -1.05565)  -0.378
C (2.63866, -0.28886, -0.47883)  -0.168
C (3.40883, -0.46472, 0.78957)  0.776
O (3.03785, -0.24912, 1.90740)  -0.569
O (4.59381, -1.02307, 0.58355)  -0.654
H (-1.91351, -0.33687, 1.86984)  0.363
H (-0.52341, -0.68391, 2.40887)  0.394
H (-1.28412, -2.24364, 0.69578)  0.214
H (-1.20886, -0.02142, -1.44913)  0.217
H (-2.24459, -1.54298, -1.50609)  0.249
H (-3.49733, 0.87712, -1.42301)  0.259
H (-2.70796, 1.15120, -0.04129)  0.231
H (-5.65620, 0.06466, 1.61249)  0.507
H (1.14869, 1.05946, 1.37793)  0.219
H (-0.16452, 0.88616, 0.21150)  0.244
H (2.14780, 2.80295, 0.02054)  0.228
H (1.12283, 2.23347, -1.23933)  0.214
H (2.95309, 1.11925, -2.17671)  0.228
H (3.80976, 1.36218, -0.60440)  0.204
H (3.03409, -1.08737, -1.08397)  0.223
H (4.63901, -1.31636, -0.32090)  0.479



4.
This record from the Open Molecules 2025 dataset describes a structure of composition C10H16N2PSeTc. The level of theory is ωB97M-V/def2-TZVPD.

Properties
Spin multiplicity: 4
HOMO level (spin up / spin down), eV: -10.4 / -11.2
Energy, Ha: -3323.418747
Orbital gap (spin up / spin down), eV: 6.99 / 7.68
E_LUMO (spin up / spin down), eV: -3.37 / -3.56
Total charge: +1
Energy above the lowest of the compared OMol25 structures with the same formula, charge and spin, kJ/mol: 0.0
⟨S²⟩: 3.790

Each line ends with the Mulliken spin population.
Geometry (Å):
C (1.19556, -0.44159, -2.88493)  0.203
C (0.08166, -0.32690, -3.75846)  -0.119
C (-0.89399, -1.34200, -3.41585)  0.246
C (-0.29454, -2.16553, -2.35543)  0.022
C (0.92617, -1.46737, -1.93765)  -0.236
Tc (-1.07206, -0.49269, -1.46391)  2.768
P (-0.28709, 1.61441, -1.21299)  0.007
H (2.10404, 0.16000, -2.91110)  0.005
H (-0.01230, 0.36292, -4.59371)  -0.014
H (-1.77481, -1.63397, -3.99067)  0.029
H (1.59901, -1.82470, -1.15882)  0.002
H (-0.59545, -3.18176, -2.11194)  0.005
H (-1.03260, 2.53051, -0.42204)  0.040
H (-0.16738, 2.41116, -2.38230)  0.007
H (1.00009, 1.89272, -0.68274)  -0.008
C (-2.46456, 0.86818, 2.13143)  0.020
N (-1.04829, 0.65561, 2.35175)  -0.007
C (-0.23589, 1.42093, 3.17885)  0.003
C (1.02575, 0.93815, 3.05918)  0.003
N (0.97589, -0.12347, 2.16209)  0.007
C (2.12770, -0.88216, 1.70884)  -0.006
C (-0.29844, -0.28631, 1.71553)  0.001
Se (-0.95082, -1.70439, 0.64420)  0.027
H (-2.93344, 1.14703, 3.08250)  -0.001
H (-2.91260, -0.05819, 1.75459)  -0.003
H (-2.63278, 1.67605, 1.40651)  -0.004
H (-0.63381, 2.22727, 3.76462)  0.000
H (1.94829, 1.23934, 3.52353)  0.000
H (2.68239, -0.32265, 0.94374)  -0.001
H (2.78752, -1.05923, 2.56888)  0.001
H (1.78677, -1.83138, 1.28632)  0.002



5.
This record from the Open Molecules 2025 dataset describes a structure of composition C10H16N3. The level of theory is ωB97M-V/def2-TZVPD.

Properties
HOMO level, eV: -13.1
Energy, Ha: -554.509724
Orbital gap, eV: 9.52
E_LUMO, eV: -3.61
Total charge: +1
Energy above the lowest of the compared OMol25 structures with the same formula, charge and spin, kJ/mol: 452.2

Each line ends with the natural charge from an NBO analysis.
Geometry (Å):
C (-0.05005, -1.69094, 1.91641)  0.157
C (-1.54457, -0.38523, 3.44502)  0.267
C (0.51931, -0.06825, -2.44034)  -0.423
C (1.57614, -0.72411, -1.43742)  -0.427
C (0.26161, 1.41520, -2.21885)  -0.360
C (1.15783, -1.54223, -0.26811)  -0.402
C (-0.99351, 1.65218, -1.27201)  -0.504
C (0.58637, 0.69738, 0.89821)  -0.479
C (0.22788, -0.79775, 0.77336)  0.083
C (-0.55056, 0.82582, -0.13615)  0.522
N (-0.81861, -1.41537, 2.89613)  -0.372
N (-0.99087, -0.36700, 0.04680)  -0.490
N (-1.11507, 0.80280, 3.56709)  -0.699
H (0.49993, -2.53588, 1.85594)  0.191
H (-2.53350, -0.77967, 3.86965)  0.185
H (0.73849, -0.14733, -3.51946)  0.249
H (-0.41521, -0.50385, -2.41147)  0.187
H (2.15746, -1.36927, -1.95397)  0.242
H (2.29273, 0.16466, -1.33327)  0.207
H (1.18418, 1.76025, -1.95193)  0.212
H (-0.10728, 1.95063, -3.09637)  0.238
H (0.57855, -2.36786, -0.73266)  0.236
H (1.97343, -1.71501, 0.42519)  0.243
H (-1.02430, 2.81583, -1.27458)  0.283
H (-1.83873, 1.38285, -1.81974)  0.246
H (0.07102, 1.05915, 1.86135)  0.333
H (1.44500, 1.10904, 0.49712)  0.249
H (-1.82787, -0.73896, -0.35337)  0.435
H (-1.45981, 1.51293, 4.16742)  0.392



6.
This record from the Open Molecules 2025 dataset describes the ion C10H16N3OS with charge +1. The level of theory is ωB97M-V/def2-TZVPD.

Properties
HOMO level, eV: -12.8
Energy, Ha: -1027.980730
Orbital gap, eV: 10.24
E_LUMO, eV: -2.52
Total charge: +1
Structure (SMILES): CC#CCO/C(=N/C=[N+]1CCCC1)NS
Energy above the lowest of the compared OMol25 structures with the same formula, charge and spin, kJ/mol: 230.0

Each line ends with the natural charge from an NBO analysis.
Geometry (Å):
C (0.59127, 4.37387, 1.56933)  -0.685
C (1.30390, 3.50728, 0.63127)  0.119
C (1.63404, 2.78937, -0.30231)  -0.135
C (2.26383, 2.02156, -1.26838)  -0.139
O (2.88876, 0.89978, -0.68625)  -0.453
C (2.31679, -0.21996, -0.35563)  0.817
N (1.05350, -0.29587, -0.21747)  -0.575
C (-0.02772, -0.37430, 0.46496)  0.416
N (-1.12300, -0.91829, 0.04258)  -0.344
C (-1.40213, -1.60776, -1.19450)  -0.241
C (-2.89182, -1.99004, -1.06751)  -0.397
C (-2.96710, -2.29549, 0.44082)  -0.409
C (-2.21224, -1.06318, 0.93970)  -0.228
N (3.16105, -1.28833, -0.16827)  -0.719
S (2.82887, -2.77773, 0.64135)  0.252
H (-0.47513, 4.44210, 1.33194)  0.250
H (1.13057, 5.23398, 1.58783)  0.247
H (0.61823, 3.88760, 2.60234)  0.243
H (3.07783, 2.50214, -1.84829)  0.245
H (1.64256, 1.65519, -2.05598)  0.218
H (-0.17632, 0.14797, 1.38568)  0.202
H (-0.98096, -2.55312, -1.36619)  0.221
H (-1.24755, -0.92411, -2.04875)  0.228
H (-3.18936, -2.84080, -1.62755)  0.237
H (-3.55270, -1.06838, -1.23418)  0.212
H (-3.90474, -2.30238, 0.96592)  0.242
H (-2.42951, -3.23757, 0.70841)  0.214
H (-2.73562, -0.11012, 0.71568)  0.205
H (-1.99088, -1.17387, 2.05537)  0.232
H (4.06983, -0.96873, -0.18473)  0.411
H (2.72577, -3.45081, -0.45718)  0.115



7.
This record from the Open Molecules 2025 dataset describes the molecule C10H16N4O4. The level of theory is ωB97M-V/def2-TZVPD.

Properties
HOMO level, eV: -8.8
Energy, Ha: -910.613552
Orbital gap, eV: 9.42
E_LUMO, eV: 0.59
Total charge: 0
Structure (SMILES): C[C@@H](O)[C@H](NC(=O)[C@@H](N)Cc1c[nH]cn1)C(=O)O
Energy above the lowest of the compared OMol25 structures with the same formula, charge and spin, kJ/mol: 250.3

Each line ends with the natural charge from an NBO analysis.
Geometry (Å):
C (4.87304, -1.11637, -0.35255)  -0.636
C (3.30872, -0.91862, -0.41101)  0.091
O (2.37950, -1.98103, -0.15729)  -0.729
C (2.76410, 0.16892, 0.51116)  -0.177
N (1.30769, 0.02352, 0.91523)  -0.638
C (0.38682, 0.10053, -0.11571)  0.691
O (0.75377, 0.56062, -1.22001)  -0.648
C (-1.07607, -0.22786, 0.13819)  -0.142
N (-1.40149, -0.71513, 1.43582)  -0.832
C (-1.94136, 0.93313, -0.38841)  -0.459
C (-3.36313, 0.53711, -0.30447)  0.094
C (-4.51639, 1.24163, 0.03004)  -0.104
N (-5.55108, 0.36678, -0.26044)  -0.530
C (-5.03202, -0.84785, -0.59761)  0.182
N (-3.74382, -0.77756, -0.63889)  -0.492
C (2.93653, 1.51879, -0.12760)  0.789
O (3.50307, 1.59828, -1.17061)  -0.579
O (2.49513, 2.58379, 0.46866)  -0.635
H (5.43732, -0.44114, -1.00589)  0.242
H (5.15352, -2.22625, -0.50181)  0.223
H (5.07813, -1.03193, 0.65344)  0.194
H (3.16647, -0.64645, -1.40146)  0.200
H (2.05098, -2.30467, -1.01199)  0.481
H (3.36600, 0.19859, 1.35543)  0.215
H (0.98264, -0.18403, 1.86745)  0.431
H (-1.21087, -1.17074, -0.43713)  0.242
H (-2.04610, -1.49036, 1.38645)  0.378
H (-1.90428, -0.02587, 1.92192)  0.350
H (-1.46396, 1.05725, -1.36468)  0.271
H (-1.91595, 1.87176, 0.17687)  0.214
H (-4.71079, 2.16971, 0.50106)  0.217
H (-6.48096, 0.67886, -0.29779)  0.410
H (-5.69247, -1.72593, -0.89269)  0.206
H (2.10729, 2.22258, 1.29629)  0.479



8.
This record from the Open Molecules 2025 dataset describes a cluster of 2 separate species, C10H16O in total. The level of theory is ωB97M-V/def2-TZVPD.

Properties
HOMO level, eV: -8.6
Energy, Ha: -465.773462
Orbital gap, eV: 9.29
E_LUMO, eV: 0.74
Total charge: 0
Structure (SMILES): Cc1ccc(O)cc1.CCC
Energy above the lowest of the compared OMol25 structures with the same formula, charge and spin, kJ/mol: 326.4

Each line ends with the natural charge from an NBO analysis.
Geometry (Å):
C (-0.57425, -0.89111, 2.12536)  -0.624
C (-0.99400, -0.17057, 0.77251)  -0.033
C (-1.45807, 1.08893, 0.98994)  -0.183
C (-2.21358, 1.86351, 0.06124)  -0.259
C (-2.55752, 1.20870, -1.12904)  0.292
O (-3.37717, 1.85654, -1.99870)  -0.658
C (-2.15392, -0.07390, -1.31815)  -0.277
C (-1.52239, -0.81997, -0.37957)  -0.189
H (-0.77287, -0.26220, 2.91101)  0.206
H (0.53812, -1.12611, 1.94406)  0.215
H (-1.24623, -1.79615, 2.43260)  0.218
H (-1.23604, 1.54011, 1.95163)  0.199
H (-2.41646, 2.78581, 0.34029)  0.210
H (-3.04487, 1.49686, -2.94317)  0.471
H (-2.31944, -0.38191, -2.36250)  0.195
H (-1.41747, -1.84416, -0.58989)  0.212
C (3.40140, -1.05060, -0.62015)  -0.605
C (1.81756, -0.68549, -0.69183)  -0.398
C (1.81858, 0.47294, 0.32731)  -0.614
H (3.49607, -2.02916, -1.08339)  0.194
H (4.16554, -0.39953, -0.94702)  0.209
H (3.57109, -1.34991, 0.41885)  0.195
H (1.25488, -1.55067, -0.44443)  0.203
H (1.54973, -0.33929, -1.67102)  0.202
H (1.16669, 1.23806, 0.06000)  0.211
H (2.79470, 1.06144, 0.43309)  0.202
H (1.72994, 0.15784, 1.41096)  0.203